194
Properties=species:S:1:pos:R:3:forces:R:3 method="wB97M-V/def2-TZVPD" e_tot_ev=-140236.752 orbital_gap_ev="6.8 / 2.1" charge=+1 homo_energy_ev="-9.44 / -9.44" multiplicity=2 s2=0.760 lumo_ev="-2.59 / -7.32"
C -5.1803 6.8463 0.3815 0.3 0.0 -1.2
C -4.4360 6.9783 -0.9725 0.0 -0.5 0.5
O -3.0959 6.9311 -0.5344 2.4 0.7 -0.8
C -2.9390 6.7831 0.7802 2.7 -1.5 1.5
O -1.9114 6.5298 1.4272 -2.6 1.2 -2.5
O -4.1175 6.8119 1.3455 -2.2 0.2 1.1
H -5.6717 5.8751 0.3227 -0.3 0.2 0.8
H -5.8389 7.7007 0.5379 0.0 -0.3 0.3
H -4.6772 7.8549 -1.5738 0.3 0.3 0.4
H -4.5205 6.1022 -1.6153 -0.5 0.0 0.1
C -10.7488 15.1123 3.8437 0.7 -1.8 0.4
C -9.7101 13.9996 3.5965 -0.6 0.4 1.7
O -9.1473 14.3762 2.3659 2.1 -5.6 0.1
C -9.4175 15.5393 2.0343 0.1 5.0 -3.0
O -8.9172 16.1550 1.0837 -1.5 -1.3 2.1
O -10.3503 16.0154 2.8613 -1.1 2.9 -0.3
H -10.5676 15.4285 4.8710 -0.4 0.7 -0.3
H -11.7735 14.7652 3.7107 -0.1 0.3 -0.1
H -10.1367 12.9968 3.6192 0.5 0.0 -0.3
H -8.9634 14.1660 4.3729 0.3 -0.8 -0.1
C -13.0924 9.1351 2.1141 -1.7 1.4 0.1
C -12.8276 9.1480 3.5926 0.9 1.7 0.3
O -12.5354 7.8402 3.8772 0.4 -2.5 -0.4
C -12.2325 7.1879 2.7015 1.1 -2.6 1.2
O -11.6893 6.0987 2.6663 -1.1 2.4 -0.1
O -12.6318 7.9067 1.6434 0.8 -0.5 -0.1
H -12.5713 9.9826 1.6687 -0.4 -0.3 -0.5
H -14.1752 9.1602 1.9917 0.0 0.3 -0.6
H -13.6242 9.5593 4.2125 -0.1 -0.3 -0.1
H -11.9172 9.7129 3.7930 0.1 0.4 0.2
C -5.6248 14.8511 -3.4783 -0.4 0.1 -0.2
C -5.6816 14.8066 -1.9343 0.5 0.6 -0.8
C -6.4820 15.9836 -1.2664 0.3 -1.2 -0.5
C -5.8060 17.3014 -1.2588 0.7 2.6 0.4
N -5.3794 18.3966 -1.1682 -1.1 -3.4 -0.4
H -5.4377 15.8406 -3.8954 0.4 0.1 0.3
H -6.5408 14.5490 -3.9861 -0.5 -0.1 0.4
H -4.8879 14.1558 -3.8802 0.3 0.1 0.2
H -4.6419 14.8277 -1.6077 0.0 0.1 0.3
H -6.0420 13.8122 -1.6709 -0.4 0.3 0.5
H -6.7780 15.6998 -0.2564 0.2 0.3 0.2
H -7.4306 16.0569 -1.7983 -0.1 0.4 -0.1
C -4.2240 12.5134 7.6440 -1.3 0.7 -0.5
C -4.8077 13.0587 6.3423 1.4 0.6 -1.7
C -6.0032 12.3518 5.6631 1.0 -0.1 1.5
C -7.1976 12.7180 6.4440 0.5 -0.6 -1.4
N -8.0975 13.0871 7.0444 -0.6 0.2 0.3
H -5.0666 12.6579 8.3203 0.4 -0.4 0.8
H -3.3924 13.1498 7.9466 -0.1 -0.2 0.1
H -3.9105 11.4707 7.5919 -0.1 0.1 0.0
H -4.0462 13.0542 5.5623 0.4 -0.3 -0.1
H -4.9798 14.1341 6.3866 -0.4 0.0 0.5
H -5.7391 11.2962 5.7258 -0.7 -0.3 0.1
H -5.9954 12.5861 4.5986 -0.7 0.4 0.2
C -8.6079 5.4920 -0.7814 1.3 -0.4 -1.7
C -7.4717 5.7095 -1.8493 -1.4 0.0 0.3
C -7.9970 5.8079 -3.3326 1.0 -0.1 0.6
C -8.9771 4.8543 -3.8391 -2.1 -2.6 -0.7
N -9.7256 4.0630 -4.2842 2.0 2.3 1.3
H -8.1317 5.4932 0.1991 -0.5 0.3 0.1
H -9.0131 4.5027 -0.9941 -0.2 0.0 0.3
H -9.4015 6.2190 -0.9539 0.1 0.0 0.5
H -6.7151 4.9328 -1.7382 -0.2 -0.4 -0.3
H -6.9135 6.6163 -1.6163 -0.3 0.3 -0.3
H -7.1007 5.6181 -3.9232 0.0 0.4 -0.4
H -8.3874 6.7981 -3.5675 0.1 0.1 0.1
C -8.4477 4.3231 2.8598 -0.2 -0.6 1.6
C -8.1340 5.8082 3.2155 -0.3 -0.7 -1.8
C -8.6366 6.3490 4.5358 -1.0 0.5 0.2
C -8.5335 7.8371 4.6250 1.0 0.1 0.3
N -8.4347 8.9893 4.6937 -0.3 -1.1 -0.2
H -8.2877 3.9532 1.8470 0.2 0.8 -0.2
H -9.4989 4.1342 3.0773 -0.3 0.2 -0.2
H -7.9678 3.5585 3.4706 0.5 0.3 0.3
H -8.7059 6.2629 2.4066 0.2 0.8 0.1
H -7.0873 6.0899 3.1003 0.1 -0.2 -0.1
H -8.1998 5.7973 5.3682 0.2 0.6 0.2
H -9.7176 6.2473 4.6324 -0.2 -0.6 -0.1
O -6.7161 9.6022 -0.7216 0.3 -1.2 -0.8
P -7.4880 10.6261 -0.0316 -1.1 1.8 0.9
N -6.6980 11.2853 1.2996 -0.7 0.7 -0.9
C -6.4325 10.4080 2.4027 0.3 -1.2 0.4
C -5.7940 12.3991 1.1379 0.7 0.4 -0.4
N -8.9469 10.0908 0.6107 -0.7 -1.6 0.4
C -9.2130 8.6237 0.7023 0.8 0.6 -0.6
C -9.7007 10.7293 1.6641 0.0 0.4 0.5
N -7.9215 11.8760 -1.0990 0.2 -0.3 1.4
C -8.7717 12.9848 -0.7001 0.7 0.2 0.2
C -7.5372 11.7310 -2.4898 -0.1 -0.4 0.0
H -6.6735 10.7803 3.3983 -0.5 0.2 -0.2
H -5.3897 10.1000 2.4782 0.4 0.2 -0.3
H -6.9358 9.4552 2.2381 -0.3 0.1 0.3
H -6.3061 13.3612 1.1219 0.0 0.1 0.3
H -5.1922 12.3792 0.2293 -0.1 -0.3 -0.4
H -5.0163 12.3672 1.9010 -0.3 0.2 0.4
H -10.2532 8.3917 0.9312 -0.2 0.4 -0.3
H -8.9522 8.1814 -0.2591 0.1 -0.2 0.3
H -8.6487 8.1830 1.5242 0.3 -0.2 -0.1
H -9.5840 11.8128 1.6428 -0.1 -0.1 0.1
H -10.7479 10.4296 1.6236 -0.2 0.4 -0.8
H -9.4904 10.3557 2.6663 0.9 0.1 0.3
H -8.5376 13.3137 0.3124 0.3 0.1 -0.1
H -8.5720 13.8165 -1.3757 -0.1 0.1 0.1
H -9.8484 12.8184 -0.6674 -0.4 -0.5 -0.4
H -7.7753 10.7126 -2.7968 0.4 0.1 -0.3
H -6.4750 11.9400 -2.6167 0.0 -0.2 -0.3
H -8.1099 12.4018 -3.1302 0.0 0.1 0.1
O -10.8370 7.1984 -5.9021 -1.5 2.1 0.0
P -11.6065 8.3912 -5.3863 0.9 1.2 -0.6
N -12.4480 8.1279 -3.9793 -0.7 0.2 0.5
C -13.8606 7.6836 -3.9628 0.1 0.4 -0.6
C -11.7035 7.6490 -2.8072 0.0 -0.2 -0.1
N -12.6956 9.2631 -6.4788 2.2 -2.0 0.0
C -13.1487 8.4548 -7.6344 -0.4 0.1 1.2
C -13.5338 10.3821 -6.0711 0.1 -1.4 0.1
N -10.5356 9.6251 -4.9038 0.3 -0.2 0.5
C -9.1093 9.7032 -5.4057 -2.3 0.0 0.6
C -10.7716 10.6297 -3.8483 0.2 -0.1 -0.9
H -14.0600 6.8852 -4.6776 0.1 -0.4 0.3
H -14.5617 8.4700 -4.2425 0.2 0.4 0.0
H -14.1462 7.4070 -2.9479 0.2 -0.3 -0.2
H -10.7497 8.1531 -2.6509 -0.1 0.3 -0.2
H -11.4604 6.5879 -2.8615 -0.2 -0.2 -0.1
H -12.3334 7.8211 -1.9344 0.1 0.0 0.1
H -13.7588 9.1168 -8.2489 0.4 -0.2 -0.5
H -12.3082 7.9470 -8.1075 -0.1 0.5 -0.3
H -13.7946 7.6484 -7.2874 -0.4 -0.1 -0.1
H -14.4865 9.9014 -5.8489 -0.5 0.7 0.9
H -13.0108 10.8808 -5.2551 -0.6 0.0 0.2
H -13.7909 11.1137 -6.8371 0.7 -0.1 -0.5
H -9.0083 10.6891 -5.8593 0.4 0.1 0.1
H -8.5471 9.5857 -4.4793 0.8 0.0 -0.5
H -8.9327 8.9529 -6.1764 0.1 -0.1 0.4
H -10.0557 10.6100 -3.0266 0.2 -0.6 0.2
H -11.7726 10.6406 -3.4171 0.0 -0.5 -0.2
H -10.5946 11.6183 -4.2720 -0.1 0.4 -0.3
O -15.5802 15.7531 -1.8879 3.3 -0.5 -0.5
P -14.1169 15.3705 -1.8566 -2.2 -0.3 1.8
N -13.6197 14.3334 -3.1099 -0.5 -0.1 0.5
C -12.3469 13.5936 -3.1002 0.4 0.6 -0.2
C -14.2845 14.4271 -4.4385 -0.1 -0.8 0.1
N -13.5323 14.7359 -0.3566 0.1 -1.0 -2.4
C -13.9270 13.3679 0.0826 -0.4 0.2 -0.8
C -13.4448 15.6173 0.7755 -0.9 0.7 0.4
N -13.0352 16.6729 -2.1912 -0.2 0.7 0.0
C -13.4544 18.0543 -2.4681 -0.8 0.3 0.3
C -11.6252 16.6055 -1.8747 0.6 -1.3 -0.1
H -12.3201 12.6873 -3.7052 -0.7 0.3 -0.3
H -11.9502 13.2725 -2.1370 -0.5 0.5 0.3
H -11.6547 14.3181 -3.5293 0.6 -0.3 -0.2
H -14.2883 13.4275 -4.8730 0.2 -0.2 0.1
H -13.7345 15.0455 -5.1480 0.1 0.3 0.2
H -15.3398 14.6960 -4.3919 0.3 0.4 0.4
H -13.9531 12.6645 -0.7497 0.3 0.0 -0.1
H -13.2388 13.0115 0.8490 0.2 0.1 -0.2
H -14.9386 13.3197 0.4856 -0.1 0.4 0.2
H -14.4587 15.7594 1.1493 -0.1 0.5 0.2
H -12.9260 15.1504 1.6127 0.5 0.0 -0.3
H -12.9966 16.5755 0.5128 0.0 -0.1 0.2
H -14.4635 18.2187 -2.8461 0.0 -0.8 0.0
H -13.4593 18.5156 -1.4805 0.1 0.3 0.2
H -12.7879 18.6459 -3.0958 0.4 -0.6 0.0
H -11.3748 15.5826 -1.5933 0.0 0.2 0.3
H -11.3444 17.2869 -1.0717 -0.2 0.1 0.1
H -10.9739 16.8288 -2.7198 -0.3 0.3 -0.3
O 1.0036 12.5241 2.2544 -1.3 -1.6 -0.5
P 0.1514 11.2861 2.2000 -0.2 -1.6 1.0
N -1.2868 11.3713 1.2994 0.7 0.5 0.0
C -2.2105 10.2302 1.1517 0.9 0.7 -0.1
C -1.7798 12.6887 0.9026 0.7 -0.2 0.8
N -0.5266 10.7252 3.7152 0.4 -0.5 -1.2
C 0.4165 10.1147 4.7141 -1.3 1.4 -0.7
C -1.7770 11.3345 4.3250 2.7 -0.3 0.1
N 0.9987 9.9016 1.6321 0.0 -0.5 0.3
C 0.4095 8.5116 1.6846 -0.3 1.1 0.5
C 2.3988 9.9885 1.0668 -1.6 0.2 1.4
H -3.1696 10.6300 0.8226 -0.1 -0.1 0.0
H -2.3322 9.6784 2.0837 0.0 -0.1 0.0
H -1.7856 9.5808 0.3863 -0.4 -0.3 0.0
H -0.9325 13.3734 0.8652 0.0 0.0 0.0
H -2.4142 13.0252 1.7225 -0.6 0.5 -0.3
H -2.2663 12.7093 -0.0726 -0.2 -0.2 0.1
H -0.1823 9.3790 5.2511 0.4 -0.1 0.2
H 1.3111 9.6933 4.2557 -0.3 -0.1 -0.2
H 0.7436 10.9343 5.3538 0.2 -0.2 0.5
H -1.4285 12.3055 4.6768 -0.9 0.7 -0.3
H -2.6515 11.2985 3.6754 0.3 0.3 -0.1
H -1.9798 10.8284 5.2688 -0.2 -0.5 -0.2
H 1.0778 7.7080 1.9940 0.8 0.4 0.0
H -0.3397 8.4957 2.4762 -0.2 0.1 -0.3
H -0.0466 8.1554 0.7609 0.0 0.4 -0.1
H 2.3697 10.4015 0.0585 0.4 -0.1 0.1
H 2.8207 8.9864 1.1431 -0.1 0.0 -0.5
H 2.9644 10.5884 1.7797 0.2 0.4 -0.5